[1]
17
Properties=species:S:1:pos:R:3:forces:R:3 method="wB97M-V/def2-TZVPD" charge=+1 e_lumo_ha=-0.160 energy_ha=-359.5951 homo_lumo_gap_ev=9.4 e_homo_ha=-0.50580 de_lowest_kcal_mol=28.1
H -1.13024 -3.21327 0.87941 0.151 0.014 0.037
H -0.47013 1.87585 -2.70415 -0.352 -0.025 0.018
H 1.25581 1.42642 0.90383 -0.031 0.019 -0.025
H 0.21161 0.21549 -2.08449 0.076 0.127 -0.270
H 1.55232 0.14236 -0.27716 0.059 -0.023 -0.065
H -1.44634 -0.08721 2.38173 -0.013 0.089 0.023
C -0.97536 -1.17756 0.73144 -0.111 -0.173 0.106
C 0.10818 1.29101 -2.00791 0.232 -0.172 0.135
H -0.91115 -1.69325 2.73426 -0.076 -0.002 -0.008
C 1.59354 1.21176 -0.10728 -0.126 0.031 0.267
O -1.05010 -0.25912 -0.08315 0.209 0.115 -0.129
H 2.59424 1.60305 -0.24652 0.174 0.001 -0.017
N -0.68534 -2.46800 0.36478 -0.079 0.041 -0.200
N -1.12634 -0.98031 2.06066 0.012 -0.041 0.066
H 0.45294 2.83960 -0.85319 0.361 0.176 -0.242
H -0.68217 -2.60536 -0.63437 -0.056 -0.056 0.072
N 0.70853 1.87855 -1.05788 -0.428 -0.120 0.232

[2]
92
Properties=species:S:1:pos:R:3:forces:R:3 method="wB97M-V/def2-TZVPD" charge=0 e_lumo_ha=0.002 energy_ha=-2036.4431 homo_lumo_gap_ev=9.7 e_homo_ha=-0.35366 de_lowest_kcal_mol=11.0
H -2.59509 -1.74868 -4.79841 0.036 0.309 -0.334
H 4.37376 -1.20870 4.27494 0.029 -0.033 0.113
H 4.08855 -0.17532 2.45509 -0.439 -0.113 -0.057
H 2.70128 5.25210 -0.07516 -0.258 0.007 -0.054
C -1.82308 -3.07856 1.18125 -1.428 0.801 0.701
H 4.84013 1.15350 3.21595 -0.063 0.146 0.310
O -0.16335 -0.62684 -2.64357 -0.564 0.245 0.989
H 3.45680 0.43764 -0.57752 0.138 0.076 0.479
C -4.65850 -1.07891 -4.52186 0.371 0.184 -0.594
O -5.45282 2.35579 0.34360 0.161 -0.120 -0.071
O -1.33188 2.08110 5.10819 -0.279 -0.413 -0.272
H 4.46760 2.16092 0.39966 0.523 -0.111 -0.415
H 0.36906 4.70190 0.78240 -0.231 -0.145 -0.060
H -0.74550 -4.02046 -3.33156 0.079 0.268 0.024
O 1.17509 -4.69701 -4.84350 -0.184 -0.243 0.052
H 0.44512 -2.47916 -2.39949 0.099 0.174 0.003
C -2.92581 -3.92411 1.80986 0.287 0.367 -1.157
H 5.18459 -1.15127 -0.01860 0.287 0.302 0.265
H 1.13785 3.23646 1.55869 -0.345 0.534 0.273
C -3.76217 0.66345 -0.00979 -0.398 -0.707 -0.119
H -4.54152 -0.09965 -1.77835 -0.312 0.012 0.621
O -2.66529 0.16782 -3.96392 0.301 0.045 -0.431
H -1.47104 2.21944 1.75380 0.109 -0.222 -0.092
H 2.50083 5.33186 1.67500 0.000 -0.052 0.007
C -4.04958 2.11941 0.24392 0.007 0.567 0.398
H -3.50699 2.45903 1.13866 -0.400 -0.257 0.165
H 0.55980 -6.27954 -3.73194 -0.387 0.093 0.172
H 6.28783 -0.53748 -1.28496 0.055 0.460 0.276
O 1.11019 0.20935 0.71141 -0.120 -0.196 0.033
H 4.80699 -1.32341 -1.66467 -0.220 0.442 -0.063
H 1.88529 0.56714 3.69276 0.192 -0.256 -0.133
H 5.18153 1.85667 -2.62824 0.067 -0.015 0.249
O 1.02227 3.18198 -0.44886 -0.385 0.602 -0.433
H -1.03456 -0.31055 -2.92120 -0.017 -0.276 -0.557
O 4.15579 -0.31107 4.53189 0.032 0.130 0.036
C 1.15950 3.95839 0.73070 1.180 -1.203 -0.010
O -5.43702 -0.45060 -3.49878 0.038 -0.185 -0.034
H 1.12783 0.69626 -1.89713 -0.012 0.223 0.433
C -3.20421 -1.14024 -4.13446 -0.077 0.130 1.610
C 0.19278 0.24270 -1.53519 1.816 -0.166 -1.617
C 5.24868 -0.60307 -0.95874 -0.197 -1.115 -0.463
H -0.52183 1.05861 -1.43406 -0.158 -0.150 0.308
H 4.01040 0.62392 -3.01054 -0.281 0.017 0.101
H -0.42535 0.20155 3.47988 0.041 0.218 0.023
O 3.60490 3.74562 0.90476 -0.275 -0.092 0.299
C 0.45703 -0.55740 -0.27982 -2.130 -0.167 -0.105
O -0.79485 -2.69276 2.04569 1.392 -0.755 -0.072
H -2.33459 -2.17401 0.81714 -0.012 -0.119 -0.231
O -0.88364 0.46830 2.67354 -0.315 -0.244 -0.186
O 5.14145 1.54455 0.04911 -0.874 -0.001 0.099
C 2.50019 4.65374 0.81581 0.343 0.527 -0.132
H 3.49636 2.11978 -2.16890 -0.003 0.021 -0.206
H -1.03006 -2.05751 2.72185 -0.742 0.103 -0.273
H -2.52195 -4.75534 2.38593 0.051 -0.058 -0.009
H 2.46351 1.53541 2.36556 0.105 0.606 0.215
O 2.77058 2.29619 4.31281 -0.009 0.235 -0.412
H -0.56592 -0.80971 0.05195 0.227 -0.058 0.365
H -0.37085 -4.95517 -1.89688 0.141 0.144 0.156
H -3.14439 -1.60341 -3.13618 -0.081 -0.366 -0.236
C 0.93880 -5.27690 -3.54595 1.119 0.578 -0.728
O -3.78309 0.36517 -1.39547 0.998 0.231 -0.717
H 3.91827 3.72448 1.81536 -0.085 -0.011 0.033
C 4.47749 0.69806 -0.89334 0.117 -0.336 -0.393
C 4.00183 0.45860 3.33919 0.534 -0.296 -0.371
H 2.94119 1.88865 5.16947 0.034 0.114 0.021
H -4.46255 -0.03038 0.46300 -0.160 0.487 0.418
H -5.46471 0.48717 -3.71399 -0.100 0.003 0.066
H 0.86913 -1.54758 -0.47249 0.760 0.283 -0.108
H -2.98598 1.94870 3.79754 0.234 -0.566 -0.015
H 0.44585 0.24799 1.42237 0.408 0.176 0.069
H -0.08462 2.33564 2.87437 -0.153 0.199 -0.114
C -1.95557 2.31901 3.84480 -0.326 0.999 0.388
H -4.74078 -0.48516 -5.43746 -0.103 -0.188 -0.072
H 1.92146 -5.36468 -3.06762 -0.205 -0.246 0.284
O 0.88361 -3.32074 -2.19914 -0.254 0.247 -0.127
H -3.60898 2.73746 -0.54996 -0.143 -0.287 -0.218
H -3.99082 -3.62358 3.38062 -0.215 0.211 0.055
H -3.00733 0.50712 -3.12052 -0.022 -0.030 0.048
H -2.78639 0.42161 0.42912 0.153 -0.023 -0.471
H -5.62498 3.01366 1.02028 0.038 0.057 -0.040
H -2.10485 3.40528 3.79576 0.319 -0.035 -0.135
C -1.06890 1.88772 2.70977 0.361 -0.076 0.535
H 1.68958 2.48637 -0.46236 -0.035 -0.035 0.285
H -5.01117 -2.09230 -4.71687 -0.318 0.087 0.175
O -3.80985 -3.12129 2.58211 0.274 -0.242 0.293
C 2.71188 1.22302 3.38254 -0.405 -0.525 0.094
C 0.08412 -4.36205 -2.70457 -0.421 -0.965 0.003
H 1.87272 -4.04220 -4.75608 -0.065 0.072 0.087
H -1.47353 -3.62170 0.30464 0.731 0.067 0.207
C 4.28006 1.36385 -2.25440 0.386 0.164 -0.022
H -1.59867 1.20815 5.41456 -0.003 0.084 0.092
H -3.43498 -4.28977 0.90521 -0.365 -0.354 0.423

[3]
31
Properties=species:S:1:pos:R:3:forces:R:3 method="wB97M-V/def2-TZVPD" charge=0 e_lumo_ha="-0.022 / -0.105" spin_multiplicity=5 energy_ha=-4259.5174 homo_lumo_gap_ev="8.5 / 6.1" e_homo_ha="-0.33425 / -0.32886" de_lowest_kcal_mol=0.0
N -5.03158 0.41800 -1.12746 -0.005 -0.003 0.002
C -3.08756 -0.83273 0.02111 -0.329 -0.289 0.052
H 1.71335 3.28313 1.88245 -0.007 -0.009 -0.005
Se 1.81252 0.49655 -0.12085 -0.353 -0.334 -0.240
C 2.08231 -0.06108 -3.79107 0.041 -0.225 -0.150
C 1.59143 2.42067 2.53928 -0.022 0.056 0.008
N 1.87846 -2.11029 -2.54251 -0.106 0.067 -0.014
Si 0.53943 1.09832 1.75613 0.072 0.067 -0.039
S -1.88667 -1.12579 -2.44691 -0.105 0.295 0.190
O 2.63016 0.57097 -4.64877 -0.045 0.088 0.018
N 2.68261 -1.22563 -3.28022 -0.036 -0.048 0.030
C -3.14575 -0.99875 1.44291 0.088 0.036 -0.173
S -0.64781 -2.14966 -0.03473 -0.240 0.551 0.018
N -3.16650 -1.10456 2.58763 0.010 -0.022 0.049
H -1.60968 2.26992 1.94376 -0.001 -0.003 -0.008
C -4.16982 -0.14370 -0.61409 0.071 -0.003 0.021
H 2.40971 -2.52916 -1.78820 0.021 0.027 0.004
H 2.58285 2.04407 2.79463 -0.004 -0.015 0.010
Os 0.23705 -0.62768 -1.61122 0.784 0.083 0.205
O 0.90960 0.22788 -3.24523 0.147 0.131 -0.043
C 0.38402 -0.35150 2.90241 0.033 0.018 0.112
H -1.70731 1.04491 0.68570 0.058 0.030 -0.010
H -0.23037 -1.15011 2.50205 -0.061 -0.046 -0.043
H -0.07878 -0.02108 3.83726 0.034 0.017 -0.015
C -1.06020 1.80388 1.12118 0.004 0.016 0.066
H 1.44563 -2.83275 -3.11321 0.054 -0.011 -0.005
H 1.11120 2.76121 3.46108 0.024 0.008 -0.009
H 3.37041 -1.63671 -3.89384 0.003 0.029 -0.021
H -0.86808 2.56242 0.36100 0.018 0.033 0.026
H 1.37315 -0.75400 3.13117 -0.009 0.026 0.030
C -2.06376 -1.34677 -0.71145 -0.138 -0.567 -0.066

[4]
5
Properties=species:S:1:pos:R:3:forces:R:3 method="wB97M-V/def2-TZVPD" charge=0 e_lumo_ha=0.007 energy_ha=-301.9050 homo_lumo_gap_ev=13.0 e_homo_ha=-0.47030 de_lowest_kcal_mol=36.7
C -0.57587 1.79411 2.09863 -0.381 0.083 -0.195
O -1.56460 2.01536 1.60298 0.387 -0.093 0.188
C 0.72154 -1.48563 -1.27401 -0.020 0.179 -0.061
O 0.36122 -0.98286 -0.38085 -3.773 2.606 11.338
O 1.00934 -1.44343 -2.32060 3.787 -2.775 -11.270